Record 1
ORCA calculation (ωB97M-V with the def2-TZVPD basis set) on C20H20N2O5 in the gas phase at a distorted geometry.

```
47
Properties=species:S:1:pos:R:3:lowdin_charge:R:1
C -3.25783 -1.59647 -1.33851 0.009
C -1.95571 -2.00740 -0.71287 -0.333
O -1.01728 -0.96152 -1.19569 -0.073
C 0.29582 -1.20178 -0.69596 -0.155
C 0.92241 0.04522 -0.14673 -0.246
C 1.76278 -0.17068 0.91093 0.008
C 2.40691 0.98127 1.49840 0.013
C 2.14463 2.26904 1.08519 -0.215
C 2.61935 3.46343 1.75129 -0.185
C 3.09829 4.51201 0.89761 0.000
C 3.65982 5.63042 1.56181 -0.131
C 3.56584 5.87449 2.88236 -0.045
C 2.85569 4.81152 3.69074 -0.048
C 2.41411 3.69848 3.10458 -0.069
C 1.30457 2.38396 -0.01504 -0.004
C 0.64129 1.26495 -0.60089 -0.020
C -2.32317 -2.03400 0.78833 -0.379
O -2.57002 -3.10785 1.33794 0.042
N -2.67143 -0.90441 1.50161 0.067
O -3.23716 -0.89899 2.86336 0.010
C -1.54520 -3.49115 -1.15274 -0.176
O -2.54999 -4.49375 -0.82654 -0.026
C -1.30610 -3.49097 -2.68512 -0.163
C -1.88699 -4.25263 -3.72579 -0.011
C -1.27548 -3.82615 -4.86806 -0.197
N -0.44838 -2.89493 -4.64564 0.086
O -0.42006 -2.62001 -3.24177 -0.010
H -3.23871 -0.53987 -1.44776 0.089
H -3.45931 -1.96178 -2.35238 0.105
H -4.11579 -1.91397 -0.75584 0.103
H 0.86346 -1.60586 -1.54182 0.134
H 0.33630 -1.97349 0.09428 0.127
H 2.03715 -1.14524 1.24749 0.109
H 3.07060 0.79978 2.23774 0.077
H 3.29208 4.43394 -0.20915 0.133
H 4.15098 6.24672 0.89125 0.075
H 3.83311 6.85614 3.35020 0.112
H 2.72512 4.86239 4.71147 0.070
H 1.91055 2.90318 3.63652 0.122
H 0.93291 3.32971 -0.40144 0.115
H 0.12479 1.56275 -1.51617 0.128
H -2.31023 -0.02157 1.10002 0.167
H -3.74092 -1.72432 2.99615 0.103
H -0.60007 -3.70047 -0.64147 0.147
H -2.87879 -4.36726 0.09381 0.082
H -2.83139 -4.80950 -3.62765 0.123
H -1.32856 -4.21337 -5.88805 0.130
```

Summary:
**2S+1**: 1
**Total charge**: 0
**Largest force on an atom**: 4.74 eV Å⁻¹
**SMILES**: C[C@@](OCc1ccc(-c2ccccc2)cc1)(C(=O)NO)[C@@H](O)c1ccno1
**E**: -1259.63533 Eh
**Lowest unoccupied orbital energy**: 0.020 hartree
**Highest occupied orbital energy**: -8.63 eV

Record 2
ORCA calculation (ωB97M-V with the def2-TZVPD basis set) on C20H20N4O2S in the gas phase at a distorted geometry.

```
47
Properties=species:S:1:pos:R:3:lowdin_charge:R:1
O 3.40292 -1.70095 -3.23115 0.056
C 2.58271 -1.03158 -2.63256 -0.527
C 1.78167 0.03271 -3.36931 -0.319
S 0.00125 -0.37697 -3.48675 1.037
C -0.66510 1.03215 -2.75106 -0.682
N -0.03302 1.99216 -2.14009 0.026
N -0.96932 2.86127 -1.72363 0.108
C -2.12638 2.40268 -2.09079 -0.284
C -3.41732 3.00557 -1.86508 -0.155
C -4.57814 2.39074 -2.33169 -0.019
C -5.80472 2.98708 -2.11003 -0.076
C -5.88090 4.19056 -1.42701 -0.081
C -4.72618 4.80265 -0.96205 -0.073
C -3.49461 4.21702 -1.17726 -0.019
O -1.99668 1.21906 -2.75890 0.086
N 2.35812 -1.18068 -1.31307 -0.051
C 1.39685 -0.44850 -0.51656 -0.142
C 1.80692 -0.47659 0.95396 -0.144
N 1.81313 -1.83589 1.43890 -0.100
C 1.73189 -2.12352 2.78370 -0.229
C 1.86666 -1.12644 3.75625 -0.035
C 1.75756 -1.43037 5.09930 -0.096
C 1.52079 -2.72843 5.51643 -0.113
C 1.38435 -3.72344 4.56343 -0.096
C 1.48105 -3.43085 3.21789 -0.036
C 2.19478 -2.83987 0.46966 -0.138
C 3.08078 -2.22252 -0.60583 -0.110
H 1.84761 1.01227 -2.90010 0.074
H 2.15905 0.07267 -4.39116 0.088
H -4.50940 1.45382 -2.86373 0.116
H -6.70465 2.51249 -2.47148 0.105
H -6.84184 4.65274 -1.25709 0.103
H -4.78955 5.74028 -0.43079 0.105
H -2.58289 4.67377 -0.82698 0.112
H 0.40107 -0.90150 -0.61514 0.124
H 1.33641 0.59130 -0.84573 0.102
H 2.78919 0.00918 1.06456 0.134
H 1.07436 0.10176 1.52351 0.129
H 2.07369 -0.10780 3.46872 0.096
H 1.86917 -0.64087 5.82864 0.102
H 1.44158 -2.96106 6.56721 0.095
H 1.19047 -4.74144 4.86954 0.102
H 1.34061 -4.22259 2.49856 0.099
H 2.75621 -3.63500 0.96656 0.123
H 1.30815 -3.28766 -0.00344 0.133
H 3.38509 -2.97328 -1.33863 0.127
H 3.98659 -1.80613 -0.14973 0.139
```

Summary:
**2S+1**: 1
**Total charge**: 0
**Largest force on an atom**: 1.69 eV Å⁻¹
**SMILES**: O=C(CSc1nnc(-c2ccccc2)o1)N1CCN(c2ccccc2)CC1
**E**: -1541.81600 Eh
**Lowest unoccupied orbital energy**: 0.007 hartree
**Highest occupied orbital energy**: -7.71 eV

Record 3
ORCA calculation (ωB97M-V with the def2-TZVPD basis set) on C20H20N4O5S in the gas phase at a distorted geometry.

```
50
Properties=species:S:1:pos:R:3:lowdin_charge:R:1
C -0.11737 -2.74406 -5.41990 -0.091
C -0.89389 -1.60719 -4.78020 -0.446
C -1.24014 -0.61784 -5.89556 -0.083
C -0.08478 -0.99674 -3.63628 -0.164
C -0.73805 0.25875 -3.02209 -0.132
N -0.05939 0.63031 -1.77455 0.054
C -0.53469 0.18710 -0.51201 -0.328
O -1.52351 -0.51195 -0.49176 0.065
C 0.11539 0.46727 0.79475 0.015
C -0.55651 0.22547 2.11853 -0.271
N -0.21195 0.91534 3.17193 0.127
C -0.62886 0.62755 4.45311 -0.263
C -0.46925 1.58689 5.45247 0.004
C -0.83341 1.29248 6.75555 0.002
C -1.30815 0.00163 7.06277 -0.334
O -1.75427 -0.23806 8.27993 0.086
C -1.45535 -0.96211 6.05868 0.035
C -1.11755 -0.63834 4.75187 -0.188
S -1.24264 -1.78178 3.38349 0.750
O 0.02368 -2.45042 3.03251 -0.287
O -2.37081 -2.71363 3.58511 -0.299
N -1.55065 -0.70861 2.18492 -0.003
C 1.34446 0.97337 0.69231 -0.184
O 2.10206 1.12342 1.80330 0.092
C 1.95161 1.40082 -0.59640 -0.049
C 3.21204 2.00506 -0.65126 0.028
C 3.72427 2.36186 -1.92530 -0.049
C 2.96324 2.12008 -3.06175 -0.117
N 1.76088 1.54076 -2.99464 0.132
C 1.24395 1.19634 -1.79698 -0.178
H 0.11372 -3.48222 -4.65805 0.075
H -0.67435 -3.20808 -6.25721 0.088
H 0.84254 -2.40125 -5.77120 0.074
H -1.83262 -1.97026 -4.35618 0.136
H -1.76284 -1.13704 -6.70863 0.080
H -0.32848 -0.18964 -6.31877 0.085
H -1.83143 0.22474 -5.55477 0.065
H 0.00515 -1.72970 -2.84908 0.115
H 0.94075 -0.79641 -4.00335 0.117
H -0.66922 1.11170 -3.72269 0.121
H -1.81254 0.06060 -2.88416 0.133
H -0.09605 2.57143 5.23351 0.117
H -0.76577 2.08036 7.51917 0.125
H -1.77026 0.58694 8.77197 0.113
H -1.84588 -1.93476 6.40161 0.145
H -1.67620 -1.22856 1.34546 0.096
H 1.51087 1.07079 2.57887 0.082
H 3.82786 2.21949 0.19065 0.112
H 4.68836 2.82775 -1.96872 0.094
H 3.38610 2.38034 -4.01100 0.103
```

Summary:
**2S+1**: 1
**Total charge**: 0
**Largest force on an atom**: 4.42 eV Å⁻¹
**SMILES**: CC(C)CCn1c(=O)c(C2=Nc3ccc(O)cc3S(=O)(=O)N2)c(O)c2cccnc21
**E**: -1767.56023 Eh
**Lowest unoccupied orbital energy**: -0.021 hartree
**Highest occupied orbital energy**: -8.49 eV

Record 4
ORCA calculation (ωB97M-V with the def2-TZVPD basis set) on a molecular structure, C20H21AlN5O3S.

```
51
Properties=species:S:1:pos:R:3:lowdin_charge:R:1
Al -0.15865 0.95839 1.64867 0.244
C -2.17021 -6.12417 -2.48527 -0.056
C -2.10922 -4.67078 -2.09973 -0.276
C -2.13148 -4.28341 -0.76308 -0.032
C -2.06398 -2.94696 -0.40478 -0.038
C -1.97635 -1.98242 -1.39804 -0.287
C -1.96092 -2.34322 -2.73685 -0.061
C -2.02652 -3.68506 -3.07860 -0.043
S -1.79316 -0.28309 -0.93419 0.598
O -2.99236 0.13617 -0.26693 -0.284
O -1.36044 0.41705 -2.11762 -0.300
N -0.64470 -0.33547 0.19824 -0.082
C 0.68291 -0.45898 -0.16500 -0.329
C 1.27235 -1.05635 -1.28254 0.008
C 2.64956 -1.06052 -1.34985 -0.056
C 3.42303 -0.47463 -0.34397 -0.059
C 2.76848 0.11890 0.71340 -0.089
N 1.43854 0.11693 0.78652 0.115
H -2.05245 -6.76878 -1.61565 0.072
H -1.38711 -6.37111 -3.20328 0.077
H -3.12764 -6.36184 -2.95305 0.081
H -2.19728 -5.03951 0.01015 0.112
H -2.06249 -2.64799 0.63539 0.125
H -1.87893 -1.57144 -3.48945 0.111
H -2.00583 -3.97295 -4.12345 0.112
H 0.66330 -1.49650 -2.05804 0.103
H 3.13588 -1.52875 -2.19693 0.106
H 4.50177 -0.48205 -0.38055 0.098
H 3.28478 0.60634 1.53323 0.083
C 0.71255 3.23707 -1.16671 -0.052
C 0.28162 3.73273 0.22818 -0.684
C -0.52836 5.02705 0.06279 -0.077
C 1.52699 4.03232 1.05842 -0.081
C -0.58805 2.67313 0.85799 0.005
H 1.09289 4.07351 -1.76167 0.080
H -0.11914 2.77646 -1.70270 0.071
H 1.50703 2.49130 -1.08298 0.075
H 0.09130 5.81940 -0.36645 0.074
H -0.90830 5.36891 1.02674 0.080
H -1.38222 4.86340 -0.59897 0.079
H 2.14375 4.78903 0.56393 0.080
H 2.13397 3.13817 1.19613 0.043
H 1.26597 4.38443 2.05687 0.086
H -1.54290 2.61816 0.32301 0.049
O -0.42450 0.11011 3.07696 -0.219
N -0.35801 -0.06577 4.44355 0.002
C 0.79121 0.57943 4.87884 -0.372
C 1.69121 1.14233 3.97428 -0.235
N 2.43571 1.61852 3.21409 0.123
C 1.09719 0.58630 6.25631 -0.264
N 1.35918 0.59621 7.38265 0.079
```

Summary:
**2S+1**: 1
**Total charge**: -1
**Largest force on an atom**: 0.74 eV Å⁻¹
**E**: -1914.88199 Eh
**Lowest unoccupied orbital energy (alpha / beta)**: 0.083 / 0.083 hartree
**Highest occupied orbital energy (alpha / beta)**: -4.90 / -2.64 eV

Record 5
ORCA calculation (ωB97M-V with the def2-TZVPD basis set) on a molecular structure, C20H21BFeO7 at a distorted geometry.

```
50
Properties=species:S:1:pos:R:3:lowdin_spin:R:1
C 0.74506 -2.14870 5.58364 0.049
C -0.11929 -2.00228 4.43487 0.257
C -1.45000 -2.33556 4.30612 0.081
C -1.83040 -1.96015 3.00216 0.133
C -0.71592 -1.41290 2.36175 0.341
B -0.69167 -1.47928 0.67334 0.022
O 0.69057 -1.55116 0.18865 0.051
C 0.69305 -1.91782 -1.17680 0.002
C -0.77467 -1.96896 -1.72703 0.001
C -0.76010 -2.18567 -3.22556 0.000
C -1.59341 -0.68868 -1.34096 0.000
O -1.46890 -0.40136 0.03886 0.000
C -1.39242 -3.13364 -0.89174 0.006
O -1.38473 -2.79856 0.47480 0.033
O 0.35803 -1.49507 3.24934 0.033
H 0.31794 -2.92976 6.21660 0.003
H 1.76919 -2.40824 5.31800 0.007
H 0.77109 -1.23674 6.18721 0.022
H -2.05707 -2.84313 5.04526 0.000
H -2.81059 -2.10397 2.54965 0.002
H 1.33003 -1.23166 -1.76094 0.001
H 1.10524 -2.94927 -1.21425 0.001
H -1.77440 -2.20069 -3.64759 0.000
H -0.20155 -1.36357 -3.69370 0.000
H -0.26881 -3.13723 -3.46516 0.000
H -1.24444 0.17013 -1.94152 0.000
H -2.67046 -0.85611 -1.55450 0.000
H -2.42970 -3.32778 -1.22090 0.001
H -0.81737 -4.06104 -1.08529 0.000
O 2.35091 5.87265 -3.64179 0.046
C 1.79308 5.10113 -2.96520 0.052
Fe 0.64127 3.89445 -2.48588 2.469
C -0.86122 4.85609 -2.72465 0.064
O -1.64558 5.50159 -3.29419 0.046
C 0.29997 3.36713 -4.15164 0.061
O 0.10281 3.24856 -5.29146 0.061
C 0.91313 0.72538 1.37543 0.006
C 1.85453 0.48551 0.36631 0.044
C 2.00563 1.14305 -0.85328 -0.022
C 1.75873 2.49305 -1.18553 0.052
C 1.03465 3.41021 -0.37600 -0.005
C 0.10827 2.98871 0.62966 0.039
C -0.03489 1.75160 1.24868 0.001
H 0.99062 0.17275 2.29624 0.002
H 2.56332 -0.32496 0.53303 0.000
H 2.53721 0.58601 -1.63508 0.000
H 2.45064 2.87488 -1.96672 0.018
H 1.39757 4.45681 -0.31828 0.016
H -0.60067 3.75510 0.97087 0.001
H -0.98428 1.59916 1.78514 0.002
```

Summary:
**2S+1**: 5
**Total charge**: +2
**Largest force on an atom**: 9.37 eV Å⁻¹
**E**: -2589.18960 Eh
**Lowest unoccupied orbital energy (alpha / beta)**: -0.308 / -0.341 hartree
**Highest occupied orbital energy (alpha / beta)**: -14.00 / -13.92 eV